Record 1
The following is a DFT calculation (ωB97M-V/def2-TZVPD) of a structure of composition C37H55F6NiP2SbSi at a distorted geometry.

Computed properties:
HOMO-LUMO gap (alpha / beta)   7.0 / 8.2 eV
Total charge   +1
Highest occupied orbital energy (alpha / beta)   -11.624 / -12.073 eV
Multiplicity   2

Last column: Mulliken spin population.
Geometry (Å):
Ni1 0.317 1.461 0.374  1.07
C1 1.067 1.793 4.117  -0.01
Si1 0.248 0.978 2.629  -0.18
C2 0.963 -0.801 2.518  -0.08
C3 0.752 -1.642 3.607  0.00
C4 1.332 -2.902 3.644  0.00
C5 2.142 -3.318 2.596  0.00
C6 2.353 -2.486 1.508  -0.01
C7 1.757 -1.226 1.453  0.07
P1 1.982 -0.105 0.027  0.06
C8 3.804 0.183 0.062  0.02
C9 4.219 0.722 1.444  0.00
C10 5.611 1.384 1.382  0.00
C11 6.462 0.772 0.273  0.00
C12 5.836 1.040 -1.106  0.00
C13 4.302 1.132 -1.029  0.02
C14 1.591 -1.030 -1.531  -0.01
C15 2.679 -1.933 -2.108  0.00
C16 2.056 -2.816 -3.206  0.00
C17 0.933 -2.095 -3.973  0.00
C18 1.182 -0.590 -4.010  0.00
C19 1.149 0.004 -2.594  0.00
C20 -1.645 0.976 2.798  -0.05
C21 -2.191 1.316 4.037  -0.02
C22 -3.555 1.505 4.195  0.00
C23 -4.394 1.381 3.099  -0.01
C24 -3.872 1.044 1.859  0.00
C25 -2.506 0.830 1.696  0.03
P2 -1.796 0.318 0.089  0.03
C26 -2.724 1.033 -1.369  0.02
C27 -4.110 0.493 -1.735  0.00
C28 -4.591 1.139 -3.040  0.00
C29 -4.633 2.661 -2.924  0.00
C30 -3.249 3.193 -2.571  0.00
C31 -2.741 2.563 -1.275  0.01
C32 -2.215 -1.507 -0.027  0.01
C33 -3.617 -1.842 0.499  0.01
C34 -3.960 -3.298 0.170  0.00
C35 -2.957 -4.252 0.812  0.00
C36 -1.538 -3.900 0.375  0.00
C37 -1.218 -2.433 0.671  0.00
H1 0.960 1.152 4.992  0.00
H2 0.609 2.764 4.315  0.00
H3 2.130 1.950 3.933  0.00
H4 0.120 -1.308 4.424  0.00
H5 1.157 -3.549 4.494  0.00
H6 2.611 -4.292 2.627  0.00
H7 2.982 -2.826 0.694  0.00
H8 4.242 -0.808 -0.100  0.00
H9 4.215 -0.093 2.170  0.00
H10 3.487 1.463 1.779  -0.01
H11 6.109 1.272 2.345  0.00
H12 5.503 2.456 1.197  0.00
H13 6.555 -0.304 0.446  0.00
H14 7.471 1.182 0.305  0.00
H15 6.125 0.244 -1.796  0.00
H16 6.222 1.974 -1.520  0.00
H17 3.877 0.894 -2.005  0.00
H18 3.988 2.148 -0.776  0.00
H19 0.733 -1.657 -1.268  0.00
H20 3.121 -2.573 -1.344  0.00
H21 3.478 -1.317 -2.526  0.00
H22 1.659 -3.729 -2.759  0.00
H23 2.843 -3.112 -3.900  0.00
H24 -0.036 -2.285 -3.500  0.00
H25 0.869 -2.492 -4.986  0.00
H26 0.438 -0.093 -4.634  0.00
H27 2.153 -0.401 -4.474  0.00
H28 0.143 0.353 -2.344  0.00
H29 1.794 0.884 -2.558  0.00
H30 -1.535 1.439 4.891  0.00
H31 -3.954 1.769 5.165  0.00
H32 -5.459 1.540 3.207  0.00
H33 -4.541 0.950 1.017  0.00
H34 -2.059 0.752 -2.199  0.00
H35 -4.842 0.717 -0.957  0.00
H36 -4.078 -0.589 -1.874  0.00
H37 -5.581 0.752 -3.285  0.00
H38 -3.917 0.857 -3.856  0.00
H39 -5.350 2.949 -2.149  0.00
H40 -4.978 3.097 -3.863  0.00
H41 -3.260 4.278 -2.464  0.00
H42 -2.551 2.953 -3.380  0.00
H43 -3.369 2.874 -0.434  0.00
H44 -1.739 2.931 -1.091  0.00
H45 -2.181 -1.711 -1.106  0.00
H46 -4.381 -1.190 0.079  0.00
H47 -3.627 -1.711 1.584  0.00
H48 -3.953 -3.437 -0.916  0.00
H49 -4.970 -3.516 0.519  0.00
H50 -3.190 -5.282 0.538  0.00
H51 -3.031 -4.179 1.902  0.00
H52 -1.434 -4.082 -0.700  0.00
H53 -0.812 -4.534 0.887  0.00
H54 -0.200 -2.218 0.361  -0.01
H55 -1.268 -2.263 1.750  0.00
F1 0.658 2.794 -1.298  0.01
Sb1 0.804 4.325 -0.059  0.00
F2 -0.632 3.403 0.899  0.01
F3 -0.460 5.210 -1.111  0.00
F4 0.916 5.517 1.366  0.00
F5 2.300 4.943 -0.979  0.00
F6 1.895 3.022 0.892  0.02

---

Record 2
The following is a DFT calculation (ωB97M-V/def2-TZVPD) of a structure of composition C32H26N6OSTi.

Computed properties:
Energy above the lowest of the compared OMol25 structures with the same formula, charge and spin   0.246 eV
HOMO-LUMO gap   7.6 eV
Highest occupied orbital energy   -8.163 eV

Last column: Löwdin charge in e.
Geometry (Å):
Ti1 -0.799 0.184 -0.335  0.85
N1 -4.886 -0.264 -2.087  0.07
C1 -3.807 -0.107 -1.278  -0.82
S1 -2.392 0.636 -2.001  0.72
N2 -3.881 -0.526 -0.058  0.01
N3 -2.685 -0.325 0.627  -0.11
C2 -2.770 -0.590 1.883  -0.04
C3 -1.707 -0.428 2.848  -0.14
C4 -1.885 -0.940 4.141  -0.03
C5 -0.903 -0.796 5.098  -0.08
C6 0.273 -0.122 4.782  -0.07
C7 0.475 0.411 3.522  0.00
C8 -0.519 0.258 2.557  -0.31
O1 -0.332 0.768 1.335  -0.17
H1 -4.930 0.253 -2.945  0.08
H2 -5.747 -0.551 -1.652  0.10
H3 -3.727 -0.964 2.240  0.13
H4 -2.806 -1.461 4.371  0.12
H5 -1.047 -1.205 6.089  0.10
H6 1.047 -0.009 5.531  0.11
H7 1.382 0.935 3.259  0.12
N4 0.955 -7.050 -0.127  0.15
C9 0.676 -5.936 -0.174  -0.19
C10 0.327 -4.543 -0.233  -0.24
C11 -0.627 -4.110 -1.154  -0.03
C12 -0.957 -2.766 -1.206  -0.10
C13 -0.349 -1.833 -0.359  -0.21
C14 0.603 -2.294 0.557  -0.11
C15 0.945 -3.637 0.624  -0.03
H8 -1.102 -4.824 -1.813  0.12
H9 -1.706 -2.444 -1.923  0.09
H10 1.125 -1.603 1.210  0.09
H11 1.689 -3.983 1.329  0.12
C16 4.476 0.375 -5.057  -0.10
C17 3.555 -0.659 -5.159  -0.09
C18 2.399 -0.629 -4.395  -0.05
C19 2.136 0.423 -3.512  -0.20
C20 3.073 1.457 -3.420  -0.02
C21 4.226 1.430 -4.189  -0.08
C22 0.929 0.302 -2.671  -0.10
C23 0.422 1.111 -1.729  -0.28
C24 0.881 2.484 -1.450  -0.28
C25 0.533 3.516 -2.328  -0.04
C26 0.948 4.815 -2.088  -0.08
C27 1.713 5.108 -0.966  -0.09
C28 2.049 4.093 -0.081  -0.08
C29 1.628 2.791 -0.315  -0.05
H12 5.378 0.363 -5.655  0.10
H13 3.733 -1.485 -5.836  0.10
H14 1.684 -1.440 -4.469  0.11
H15 2.921 2.273 -2.732  0.11
H16 4.940 2.238 -4.101  0.11
H17 0.427 -0.654 -2.825  0.09
H18 -0.056 3.285 -3.207  0.12
H19 0.677 5.601 -2.781  0.10
H20 2.039 6.123 -0.779  0.10
H21 2.642 4.316 0.797  0.10
H22 1.901 2.000 0.372  0.09
N5 4.522 -0.887 -1.600  0.07
C30 5.187 0.116 -0.942  -0.11
C31 4.397 0.434 0.122  -0.16
N6 3.261 -0.340 0.124  0.07
C32 3.371 -1.117 -0.923  -0.21
H23 4.766 -1.276 -2.496  0.14
H24 6.129 0.503 -1.286  0.11
H25 4.578 1.177 0.880  0.09
H26 2.647 -1.849 -1.246  0.12

---

Record 3
The following is a DFT calculation (ωB97M-V/def2-TZVPD) of an isolated molecule of H3NP2S at a distorted geometry.

Computed properties:
Energy above the lowest of the compared OMol25 structures with the same formula, charge and spin   0.850 eV
HOMO-LUMO gap   8.5 eV
Highest occupied orbital energy   -8.864 eV

Last column: Löwdin charge in e.
Geometry (Å):
N1 -0.346 -0.081 -0.109  -0.64
P1 -1.342 0.501 -1.290  0.25
P2 1.660 -0.035 -0.260  0.77
S1 -3.013 0.274 -0.376  0.05
H1 -0.795 -0.123 0.723  -0.10
H2 1.965 0.689 0.882  -0.17
H3 1.870 -1.226 0.430  -0.16

---

Record 4
The following is a DFT calculation (ωB97M-V/def2-TZVPD) of an isolated molecule of C7H12 at a distorted geometry.

Computed properties:
Energy above the lowest of the compared OMol25 structures with the same formula, charge and spin   1.929 eV
HOMO-LUMO gap   9.1 eV
Highest occupied orbital energy   -8.162 eV

Last column: Löwdin charge in e.
Geometry (Å):
C1 -0.399 -0.312 2.345  -0.09
C2 -0.904 0.009 0.899  -0.21
C3 0.094 0.627 -0.060  -0.30
C4 0.258 0.152 -1.293  -0.09
C5 -0.024 -1.257 -1.652  -0.18
C6 0.496 -1.860 -2.722  0.00
C7 0.589 1.972 0.420  -0.05
H1 -0.882 0.427 2.979  0.06
H2 0.677 -0.253 2.498  0.07
H3 -0.725 -1.306 2.640  0.06
H4 -1.516 -0.814 0.539  0.10
H5 -1.590 0.846 1.046  0.10
H6 0.487 0.725 -2.188  0.11
H7 -0.132 -1.868 -0.756  0.09
H8 0.920 -2.853 -2.717  0.05
H9 0.646 -1.244 -3.598  0.05
H10 -0.152 2.383 1.108  0.07
H11 0.607 2.664 -0.425  0.08
H12 1.547 1.961 0.937  0.08

---

Record 5
The following is a DFT calculation (ωB97M-V/def2-TZVPD) of an isolated molecule of C7H5NO4 at a distorted geometry.

Computed properties:
Energy above the lowest of the compared OMol25 structures with the same formula, charge and spin   0.385 eV
HOMO-LUMO gap   9.8 eV
Highest occupied orbital energy   -10.882 eV

Last column: Löwdin charge in e.
Geometry (Å):
C1 0.228 2.517 -1.131  -0.51
C2 0.079 1.211 -0.488  -0.13
C3 -0.549 0.194 -1.171  0.03
C4 -0.674 -1.084 -0.528  0.05
C5 -0.001 -1.303 0.656  -0.17
C6 0.689 0.906 0.713  -0.03
C7 0.158 -2.621 1.294  -0.47
H1 -1.467 2.214 -1.785  0.08
H2 -1.064 0.345 -2.093  0.12
H3 -1.298 -1.969 -0.869  0.15
H4 1.134 1.690 1.248  0.12
H5 1.108 -1.697 2.588  0.10
N1 0.746 -0.308 1.270  0.13
O1 -0.781 2.831 -1.991  0.12
O2 1.064 3.303 -0.930  0.18
O3 1.064 -2.664 2.339  0.09
O4 -0.436 -3.565 0.877  0.14

---

Record 6
The following is a DFT calculation (ωB97M-V/def2-TZVPD) of a structure of composition C4H10N4 at a distorted geometry.

Computed properties:
Energy above the lowest of the compared OMol25 structures with the same formula, charge and spin   7.279 eV
HOMO-LUMO gap   8.8 eV
Highest occupied orbital energy   -8.124 eV

Last column: Löwdin charge in e.
Geometry (Å):
C1 1.856 1.311 0.383  -0.14
N1 1.022 0.111 0.433  -0.17
C2 0.418 -0.468 -1.077  -0.28
N2 0.239 0.093 -2.189  0.05
H1 1.267 -0.478 1.214  0.09
H2 0.394 -0.509 -2.990  0.05
H3 0.907 -1.263 -0.234  0.17
H4 2.901 1.067 0.573  0.07
H5 1.544 1.999 1.171  0.06
H6 1.702 1.770 -0.591  0.07
C3 -1.655 -1.372 0.569  -0.07
N3 -1.299 -0.196 -0.224  -0.10
C4 -0.924 0.929 0.579  -0.36
N4 -1.247 1.970 0.996  0.16
H7 -1.981 0.023 -0.941  0.15
H8 -0.816 -1.611 1.222  0.08
H9 -1.810 -2.223 -0.093  0.09
H10 -2.519 -1.151 1.202  0.09

---

Q: Which formula does entry 2 have?
A: C32H26N6OSTi